Molecular formula: C38H106N8O14
Method: DFT, ωB97M-V/def2-TZVPD

Bonds (Å) are listed after each position.
Positions of all 166 atoms, in Å:
1 O 5.001 14.538 15.474  C44 1.425, C56 1.475
2 O 11.134 12.372 20.891  C39 1.393, C51 1.411
3 O 6.098 9.708 12.371  C32 1.433, C45 1.405
4 O 7.035 9.778 17.034  C24 1.422, H62 0.964
5 O 0.828 10.110 16.884  C60 1.448, H138 0.959
6 O 12.181 9.802 15.530  C38 1.445, H82 0.964
7 O 7.057 15.407 19.477  C29 1.446, C31 1.407
8 O 8.650 17.179 14.509  C36 1.432, C49 1.413
9 O 6.846 7.835 21.643  C33 1.436, C55 1.395
10 O 3.805 9.297 16.460  C25 1.450, H93 0.967
11 O 8.637 12.316 16.004  C53 1.438, H61 0.968
12 O 10.739 11.210 12.708  C46 1.386, C59 1.434
13 O 9.787 6.733 14.482  C23 1.415, C40 1.406
14 O 12.510 7.903 13.423  C35 1.452, H140 0.962
15 N 11.284 12.944 15.165  C42 1.448, H65 1.011, H91 1.014
16 N 6.174 12.529 17.192  C37 1.466, H85 1.015, H90 1.013
17 N 11.955 9.760 18.440  C34 1.445, H64 1.017, H106 1.013
18 N 3.231 12.168 16.647  C57 1.442, H83 1.014, H156 1.014
19 N 3.885 7.385 14.111  C58 1.449, H75 1.012, H160 1.013
20 N 6.619 18.267 12.413  C52 1.459, H105 1.011, H129 1.011
21 N 10.258 7.700 17.134  C26 1.459, H84 1.013, H154 1.013
22 N 6.092 7.283 18.088  C50 1.419, H66 1.012, H142 1.011
23 C 8.972 6.574 13.337  O13 1.415, H89 1.089, H117 1.092, H141 1.092
24 C 7.769 10.002 15.836  O4 1.422, C53 1.546, H74 1.091, H150 1.091
25 C 2.774 8.646 17.246  O10 1.450, C60 1.547, H114 1.090, H166 1.090
26 C 10.252 6.281 16.797  N21 1.459, C40 1.538, C48 1.511, H79 1.091
27 C 9.936 10.076 19.725  C34 1.532, H128 1.090, H139 1.090, H158 1.091
28 C 12.647 13.486 13.183  C42 1.570, H123 1.090, H146 1.090, H155 1.091
29 C 7.052 14.610 18.270  O7 1.446, C37 1.539, H122 1.092, H133 1.091
30 C 4.963 6.698 11.998  C58 1.574, H80 1.091, H100 1.089, H135 1.091
31 C 5.926 16.238 19.578  O7 1.407, H86 1.092, H87 1.094, H159 1.089
32 C 4.823 9.196 12.778  O3 1.433, C58 1.547, H102 1.092, H161 1.093
33 C 7.038 7.798 20.220  O9 1.436, C50 1.538, H109 1.093, H130 1.092
34 C 11.145 10.767 19.086  N17 1.445, C27 1.532, C51 1.545, H63 1.091
35 C 13.538 8.815 13.893  O14 1.452, C38 1.510, H145 1.090, H149 1.090
36 C 7.380 17.805 14.720  O8 1.432, C52 1.573, H118 1.091, H143 1.093
37 C 6.253 13.305 18.433  N16 1.466, C29 1.539, C41 1.500, H107 1.093
38 C 13.395 9.032 15.380  O6 1.445, C35 1.510, H94 1.092, H125 1.091
39 C 11.784 13.228 21.777  O2 1.393, H68 1.093, H131 1.090, H144 1.091
40 C 9.398 5.928 15.568  O13 1.406, C26 1.538, H72 1.093, H101 1.092
41 C 6.755 12.419 19.535  C37 1.500, H76 1.091, H115 1.090, H152 1.090
42 C 11.203 13.398 13.792  N15 1.448, C28 1.570, C59 1.498, H153 1.091
43 C 5.635 5.709 19.827  C50 1.528, H95 1.091, H110 1.091, H165 1.090
44 C 5.502 14.457 14.143  O1 1.425, H88 1.090, H119 1.093, H163 1.089
45 C 6.048 11.104 12.222  O3 1.405, H99 1.092, H116 1.093, H137 1.090
46 C 9.795 10.260 12.350  O12 1.386, H97 1.091, H157 1.093, H164 1.090
47 C 6.230 20.004 14.048  C52 1.532, H69 1.092, H126 1.090, H127 1.091
48 C 9.905 5.562 18.081  C26 1.511, H73 1.090, H113 1.090, H120 1.092
49 C 8.984 16.122 15.385  O8 1.413, H70 1.089, H77 1.092, H132 1.091
50 C 5.839 7.183 19.481  N22 1.419, C33 1.538, C43 1.528, H67 1.093
51 C 11.947 11.428 20.229  O2 1.411, C34 1.545, H148 1.094, H151 1.093
52 C 7.186 18.894 13.601  N20 1.459, C36 1.573, C47 1.532, H162 1.090
53 C 9.000 10.924 15.989  O11 1.438, C24 1.546, H104 1.091, H108 1.091
54 C 1.597 12.771 15.038  C57 1.528, H92 1.091, H103 1.090, H136 1.090
55 C 7.377 8.910 22.355  O9 1.395, H112 1.091, H121 1.092, H124 1.091
56 C 3.541 14.371 15.613  O1 1.475, C57 1.567, H71 1.092, H98 1.090
57 C 3.075 12.889 15.407  N18 1.442, C54 1.528, C56 1.567, H78 1.091
58 C 4.962 7.714 13.199  N19 1.449, C30 1.574, C32 1.547, H81 1.092
59 C 10.277 12.538 12.986  O12 1.434, C42 1.498, H96 1.092, H134 1.092
60 C 1.378 8.801 16.599  O5 1.448, C25 1.547, H111 1.091, H147 1.090
61 H 9.470 12.709 15.708  O11 0.968
62 H 6.407 10.508 17.085  O4 0.964
63 H 10.844 11.608 18.460  C34 1.091
64 H 11.246 9.113 18.102  N17 1.017
65 H 11.959 13.423 15.746  N15 1.011
66 H 6.532 8.163 17.848  N22 1.012
67 H 4.915 7.725 19.691  C50 1.093
68 H 12.345 13.940 21.167  C39 1.093
69 H 5.297 19.583 14.429  C47 1.092
70 H 9.996 15.758 15.215  C49 1.089
71 H 3.131 15.008 14.827  C56 1.092
72 H 8.354 6.200 15.742  C40 1.093
73 H 9.012 5.900 18.608  C48 1.090
74 H 8.237 9.108 15.419  C24 1.091
75 H 4.056 6.473 14.517  N19 1.012
76 H 7.753 12.079 19.255  C41 1.091
77 H 8.987 16.619 16.358  C49 1.092
78 H 3.696 12.370 14.677  C57 1.091
79 H 11.314 6.138 16.592  C26 1.091
80 H 5.422 5.764 12.324  C30 1.091
81 H 5.926 7.659 13.709  C58 1.092
82 H 11.961 9.933 16.459  O6 0.964
83 H 2.745 12.759 17.312  N18 1.014
84 H 10.615 8.144 16.296  N21 1.013
85 H 7.137 12.276 16.998  N16 1.015
86 H 4.981 15.855 19.188  C31 1.092
87 H 6.027 17.103 18.916  C31 1.094
88 H 5.207 13.527 13.657  C44 1.090
89 H 9.273 7.243 12.532  C23 1.089
90 H 5.834 13.176 16.491  N16 1.013
91 H 11.664 12.011 15.045  N15 1.014
92 H 1.341 13.212 14.073  C54 1.091
93 H 3.699 10.251 16.571  O10 0.967
94 H 13.202 8.113 15.937  C38 1.092
95 H 4.853 5.288 19.195  C43 1.091
96 H 9.333 12.517 13.535  C59 1.092
97 H 8.986 10.158 13.075  C46 1.091
98 H 3.136 14.799 16.530  C56 1.090
99 H 6.075 11.676 13.151  C45 1.092
100 H 3.978 6.484 11.587  C30 1.089
101 H 9.526 4.872 15.323  C40 1.092
102 H 4.089 9.470 12.018  C32 1.092
103 H 1.352 11.722 14.870  C54 1.090
104 H 9.529 10.612 16.891  C53 1.091
105 H 5.615 18.219 12.517  N20 1.011
106 H 12.354 9.208 19.189  N17 1.013
107 H 5.217 13.600 18.615  C37 1.093
108 H 9.613 10.761 15.102  C53 1.091
109 H 7.284 8.799 19.856  C33 1.093
110 H 6.549 5.166 19.579  C43 1.091
111 H 1.438 8.641 15.521  C60 1.091
112 H 8.351 8.675 22.789  C55 1.091
113 H 10.735 5.559 18.788  C48 1.090
114 H 2.985 7.577 17.211  C25 1.090
115 H 6.872 12.918 20.497  C41 1.090
116 H 5.162 11.418 11.665  C45 1.093
117 H 7.917 6.770 13.544  C23 1.092
118 H 6.509 17.153 14.802  C36 1.091
119 H 5.072 15.290 13.581  C44 1.093
120 H 9.643 4.513 17.925  C48 1.092
121 H 7.458 9.829 21.770  C55 1.092
122 H 8.064 14.247 18.081  C29 1.092
123 H 13.388 13.915 13.857  C28 1.090
124 H 6.656 9.108 23.149  C55 1.091
125 H 14.249 9.479 15.891  C38 1.091
126 H 5.989 20.700 13.245  C47 1.090
127 H 6.531 20.690 14.842  C47 1.091
128 H 9.342 10.861 20.193  C27 1.090
129 H 7.007 17.334 12.394  N20 1.011
130 H 8.000 7.319 20.025  C33 1.092
131 H 11.026 13.837 22.270  C39 1.090
132 H 8.310 15.265 15.362  C49 1.091
133 H 6.775 15.238 17.422  C29 1.091
134 H 10.125 13.124 12.077  C59 1.092
135 H 5.652 7.103 11.256  C30 1.091
136 H 0.877 13.173 15.751  C54 1.090
137 H 6.839 11.479 11.572  C45 1.090
138 H 1.385 10.868 16.693  O5 0.959
139 H 10.085 9.259 20.431  C27 1.090
140 H 11.656 8.227 13.724  O14 0.962
141 H 8.994 5.540 12.988  C23 1.092
142 H 5.214 7.315 17.587  N22 1.011
143 H 7.439 18.395 15.638  C36 1.093
144 H 12.423 12.728 22.505  C39 1.091
145 H 13.470 9.698 13.256  C35 1.090
146 H 12.943 12.514 12.791  C28 1.090
147 H 0.668 8.057 16.960  C60 1.090
148 H 12.777 12.006 19.811  C51 1.094
149 H 14.511 8.360 13.706  C35 1.090
150 H 7.061 10.387 15.101  C24 1.091
151 H 12.465 10.704 20.862  C51 1.093
152 H 6.064 11.592 19.701  C41 1.090
153 H 10.770 14.390 13.928  C42 1.091
154 H 9.315 8.023 17.315  N21 1.013
155 H 12.615 14.184 12.344  C28 1.091
156 H 4.181 12.339 16.955  N18 1.014
157 H 9.398 10.563 11.378  C46 1.093
158 H 9.387 9.623 18.898  C27 1.091
159 H 5.851 16.626 20.592  C31 1.089
160 H 3.986 8.004 14.907  N19 1.013
161 H 4.437 9.766 13.628  C32 1.093
162 H 8.140 19.352 13.338  C52 1.090
163 H 6.564 14.696 14.158  C44 1.089
164 H 10.231 9.289 12.116  C46 1.090
165 H 5.436 5.439 20.865  C43 1.090
166 H 2.722 9.071 18.248  C25 1.090

Computed properties:
HOMO energy in eV: -8.67
HOMO-LUMO gap in hartree: 0.331
Net charge: 0
Molar mass in g/mol: 899.31
Relative energy (zero: lowest compared OMol25 entry of this formula, charge and spin) in eV: 7.2553
Total energy in Ha: -3002.58385

Atom charges from the Löwdin analysis, given in e for atoms 1 to 4: O -0.247; O -0.195; O -0.186; O -0.098